DFT (ωB97M-V with the def2-TZVPD basis set) results for a single C3H2N2S molecule.

```
8
Properties=species:S:1:pos:R:3:forces:R:3:mulliken_charge:R:1
C 1.594833 -0.152753 -0.023704 -4.03 -0.95 -0.09 0.613
N 1.075774 -0.077804 1.108655 2.16 -0.08 2.27 -0.509
C -0.271382 0.128699 0.786557 -3.12 1.90 0.76 -0.164
S -1.474640 -1.215532 0.014417 1.95 0.57 0.04 -0.127
C -0.354864 0.004460 -0.735318 -1.09 1.42 -0.44 -0.029
N 1.039089 -0.197732 -1.121228 3.11 -0.57 -1.76 -0.499
H -0.947827 0.801206 1.512692 1.84 -1.66 -1.89 0.337
H -0.660985 0.709457 -1.542073 -0.82 -0.63 1.10 0.378
```
Positions in Å, forces in eV/Å.

As for the strongest force on any atom: 4.1 eV/Å. The SMILES is C1=N[C@@H]2S[C@@H]2N=1. The value obtained for the LUMO energy is -2.5 eV.

DFT (ωB97M-V with the def2-TZVPD basis set) results for C32H49BaGeN4O3S3 as an isolated structure.

```
93
Properties=species:S:1:pos:R:3:forces:R:3:mulliken_spin:R:1
Ba 0.556446 0.003559 1.106857 1.91 0.54 -1.32 0.015
C 0.394469 -1.915161 -1.928122 -0.02 -0.06 0.08 0.023
N 1.563504 -1.036515 -1.831495 0.01 -0.17 0.15 0.005
C 1.361267 0.146806 -2.662791 -0.05 0.19 -0.09 0.005
C 2.513122 1.138409 -2.629785 -0.11 0.01 0.13 -0.008
N 2.773951 1.656596 -1.290741 0.14 -0.24 -0.09 0.001
C 4.182498 1.475222 -0.923767 -0.04 0.06 -0.01 0.006
C 2.260861 2.943898 -0.946033 -0.12 0.39 0.17 0.002
C 1.881568 3.882512 -1.908969 0.03 -0.16 0.00 0.001
C 1.394064 5.131811 -1.565891 -0.06 0.11 -0.02 0.000
C 1.302057 5.487558 -0.230143 -0.03 0.10 -0.03 0.000
C 1.682900 4.584385 0.741217 0.01 -0.05 -0.16 0.002
C 2.146963 3.299693 0.425271 -0.06 0.07 -0.28 0.000
S 2.534281 2.239795 1.749772 0.22 -0.35 0.54 0.006
C 2.758996 -1.767099 -2.043078 -0.13 0.13 -0.06 0.102
C 3.364391 -1.828630 -3.293862 -0.08 0.08 -0.04 -0.063
C 4.519195 -2.563238 -3.505273 -0.02 0.01 0.03 0.145
C 5.099265 -3.274218 -2.459570 0.08 -0.06 0.02 -0.055
C 4.509683 -3.241685 -1.219012 0.16 -0.13 0.09 0.113
C 3.345911 -2.485426 -0.966980 -0.09 -0.02 0.30 0.003
S 2.757199 -2.450971 0.643655 0.12 -0.10 -0.32 0.703
H 0.228392 -2.230481 -2.967983 -0.05 -0.02 0.03 0.001
H -0.501640 -1.380035 -1.605920 0.00 -0.03 0.01 -0.003
H 0.531870 -2.797380 -1.304907 0.01 0.04 -0.03 0.005
H 0.462459 0.643295 -2.281683 -0.01 0.00 -0.04 0.002
H 1.120478 -0.124400 -3.703218 0.02 0.01 0.01 0.001
H 2.275924 1.913228 -3.359038 0.03 0.02 0.00 0.000
H 3.423950 0.668031 -2.999682 0.02 0.00 0.05 0.005
H 4.847315 1.958428 -1.653709 0.01 0.01 0.00 0.000
H 4.413856 0.407975 -0.886398 0.03 0.00 -0.01 -0.002
H 4.365200 1.890819 0.063165 -0.02 -0.02 -0.02 0.000
H 1.969734 3.653751 -2.961039 -0.02 0.01 -0.02 0.000
H 1.102713 5.825345 -2.344277 0.00 0.00 -0.01 0.000
H 0.932642 6.464252 0.057100 -0.01 0.01 -0.02 0.000
H 1.609704 4.847783 1.787983 0.01 -0.03 0.03 0.000
H 2.920002 -1.299809 -4.125947 -0.03 0.02 0.01 0.003
H 4.961898 -2.592564 -4.492180 -0.01 0.01 -0.01 0.007
H 6.001219 -3.847675 -2.624189 0.00 -0.01 0.03 0.000
H 4.936250 -3.786288 -0.387190 0.02 -0.01 -0.02 -0.003
C -3.787798 1.778334 0.479701 0.10 -0.01 0.11 0.000
C -2.411557 2.127704 1.046818 -0.15 0.34 -0.15 0.001
C -2.534141 3.002189 2.294351 0.00 -0.04 -0.09 0.000
C -1.572121 2.853275 -0.006255 -0.05 -0.16 0.04 0.000
O -1.717086 0.924278 1.350292 -0.42 -0.20 0.07 -0.003
Ge -1.995440 -0.098850 2.933723 -0.44 0.04 0.46 0.001
O -0.282292 0.474671 3.487877 -0.29 0.04 -0.04 -0.002
C 0.313083 0.456482 4.773953 0.11 0.06 0.29 -0.003
C 1.658532 -0.260389 4.637485 -0.09 0.05 -0.02 0.005
C 0.535943 1.907113 5.205762 -0.04 -0.11 -0.08 0.000
C -0.567067 -0.271759 5.789385 0.06 0.04 -0.07 0.000
O -1.136859 -1.584864 2.008178 -0.75 -0.25 0.33 -0.001
C -1.584362 -2.925059 2.159829 0.12 -0.36 -0.06 0.003
C -1.485834 -3.591118 0.783832 0.05 0.04 0.12 -0.027
C -0.643134 -3.637653 3.137402 -0.09 0.09 -0.08 -0.007
C -3.025890 -3.028827 2.663728 0.11 0.05 -0.07 0.002
H -4.338661 2.679746 0.204821 0.01 0.02 0.00 0.000
H -4.369152 1.233670 1.227768 -0.02 -0.01 -0.02 0.000
H -3.673236 1.151560 -0.406708 -0.02 0.00 0.01 0.000
H -2.945200 3.979552 2.036248 -0.01 0.00 0.00 0.000
H -1.547649 3.143026 2.737889 0.02 0.02 0.04 0.000
H -3.194522 2.539208 3.031595 0.02 0.01 0.02 0.000
H -2.055401 3.769160 -0.348022 -0.03 0.02 0.03 0.000
H -1.435307 2.207750 -0.880200 0.02 0.01 0.00 0.000
H -0.595856 3.120778 0.403238 0.03 0.01 -0.03 0.000
H 2.298992 0.287366 3.940921 0.01 -0.01 -0.01 0.000
H 1.500447 -1.278011 4.268578 0.01 -0.03 0.00 -0.003
H 2.177285 -0.320230 5.595425 0.01 0.00 0.01 0.000
H 1.117124 2.423199 4.440197 0.00 0.02 0.00 0.000
H 1.069143 1.961084 6.156593 0.01 -0.02 0.02 0.000
H -0.425635 2.411732 5.319526 -0.01 0.01 -0.01 0.000
H -0.740535 -1.303874 5.476719 -0.02 -0.03 0.01 0.000
H -1.531961 0.226426 5.894578 -0.02 0.00 0.00 0.000
H -0.081529 -0.287075 6.766309 0.00 -0.01 0.01 0.000
H -0.439792 -3.636007 0.466220 -0.07 0.03 0.01 0.013
H -2.056222 -3.015683 0.052683 0.00 0.01 -0.02 -0.002
H -1.874668 -4.610168 0.811694 0.01 -0.03 0.00 0.002
H 0.386566 -3.551059 2.783045 0.01 -0.01 0.02 0.003
H -0.888398 -4.697088 3.231760 -0.02 -0.01 -0.01 -0.001
H -0.710957 -3.178702 4.124587 0.02 0.00 0.02 0.001
H -3.706462 -2.503335 1.990962 -0.02 0.02 0.01 0.000
H -3.132097 -2.601438 3.660128 -0.02 0.00 0.02 0.000
H -3.323082 -4.077678 2.709064 0.00 -0.01 -0.01 0.000
S -2.462164 0.081066 -3.062577 0.08 0.17 0.29 0.000
C -3.163091 -0.684739 -4.338450 -0.23 -0.12 0.23 0.000
N -4.299059 -1.458368 -4.119359 0.14 0.06 -0.27 0.000
C -4.954701 -2.107529 -5.101946 0.07 0.02 -0.10 0.000
C -4.494653 -2.020525 -6.377735 0.01 0.02 0.09 0.000
C -3.331232 -1.231984 -6.566604 -0.19 -0.13 0.04 0.000
N -2.702231 -0.604594 -5.615949 0.14 0.02 -0.26 0.000
H -4.619412 -1.495361 -3.162834 0.00 0.01 0.02 0.000
H -5.827948 -2.671687 -4.806719 -0.01 -0.01 -0.02 0.000
H -4.983102 -2.519973 -7.197853 -0.03 -0.02 0.01 0.000
H -2.914196 -1.127272 -7.563821 0.00 0.00 -0.01 0.000
```
Positions in Å, forces in eV/Å.

As for the strongest force on any atom: 2.4 eV/Å. The value obtained for the LUMO energy (alpha / beta) is -0.5 / -2.6 eV. Its expectation value of S² is 0.77. The multiplicity is 2.

no.,electronic energy (eV)
1,-16953.11387
2,-135800.86708